{"formula": "C4H6N2O", "method": "ωB97M-V with the def2-TZVPD basis set", "species": ["O", "N", "N", "C", "C", "C", "C", "H", "H", "H", "H", "H", "H"], "positions_angstrom": [[1.444, -0.215, 1.672], [0.444, 1.507, 0.401], [-0.255, -1.978, 0.000], [-0.900, 0.371, -0.964], [0.578, 0.191, 0.713], [-0.474, 1.629, -0.625], [-0.228, -0.555, -0.105], [-1.079, -2.369, -0.439], [-1.626, 0.136, -1.732], [0.944, 2.254, 0.854], [1.340, -1.178, 1.712], [-0.734, 2.599, -1.024], [0.546, -2.392, -0.464]], "homo_energy_ev": -7.389, "e_lumo_ev": 0.93, "smiles": "Nc1cc[nH]c1O", "max_force_ev_per_a": 0.3, "relative_energy_kcal_mol": 21.7}